Record 1
Computed, not measured: C25H51ClO3P2SYb as an isolated structure in a non-equilibrium geometry, with ωB97M-V/def2-TZVPD.

XYZ file:
```
84
Properties=species:S:1:pos:R:3:mulliken_spin:R:1
Yb -0.0449 -0.2472 -1.2814 0.973
Cl -0.1009 -0.2131 -3.7325 0.000
P -0.3921 -2.5868 -1.4958 -0.009
C 0.6444 -3.3798 -2.8626 0.000
C -0.1172 -3.7147 -0.0352 -0.002
C -2.1393 -2.8403 -2.1283 0.002
C 2.0341 -2.7781 -3.0245 0.004
H 0.0782 -3.1184 -3.7573 0.000
C 0.7548 -4.9000 -2.7798 0.000
H 1.5116 -5.2066 -2.0612 0.000
H 1.0648 -5.2848 -3.7517 0.000
H -0.1724 -5.3978 -2.5176 0.000
H 2.0015 -1.8495 -3.5809 0.000
H 2.6628 -3.4779 -3.5771 0.000
H 2.5162 -2.5892 -2.0681 0.000
H -2.0666 -2.3027 -3.0761 0.001
C -3.2040 -2.1426 -1.2891 -0.001
C -2.5488 -4.2755 -2.4206 0.000
H -2.0849 -4.6666 -3.3209 0.000
H -3.6282 -4.3193 -2.5709 0.000
H -2.3143 -4.9448 -1.5932 0.000
H -2.7823 -1.3872 -0.6319 0.001
H -3.7672 -2.8454 -0.6816 0.000
H -3.9137 -1.6462 -1.9509 0.000
C 1.2970 -3.5363 0.5067 0.003
H -0.1963 -4.7222 -0.4441 0.000
C -1.1606 -3.5838 1.0663 0.000
H 2.0535 -3.9351 -0.1629 0.000
H 1.3900 -4.0649 1.4562 0.000
H 1.5201 -2.4891 0.6801 -0.001
H -1.3735 -2.5482 1.3067 0.000
H -0.7852 -4.0633 1.9713 0.000
H -2.0908 -4.0773 0.8030 0.000
H 1.5129 -0.4968 -1.6876 0.015
H -1.6159 0.0215 -1.6157 0.006
P 0.2933 2.0982 -1.4476 -0.007
C -0.8789 2.9431 -2.6658 0.001
C 0.1858 3.1719 0.0745 0.000
C 1.9642 2.3691 -2.2546 0.000
C -2.2772 2.3409 -2.7129 0.003
H -0.4064 2.7240 -3.6240 0.000
C -0.9833 4.4575 -2.5063 0.000
H -1.6556 4.7287 -1.6951 0.000
H -1.4015 4.8806 -3.4200 0.000
H -0.0338 4.9509 -2.3291 0.000
H -2.2855 1.3975 -3.2450 -0.002
H -2.9423 3.0276 -3.2389 0.000
H -2.6913 2.1792 -1.7204 0.000
H 1.7829 1.8758 -3.2119 0.001
C 3.1060 1.6272 -1.5685 0.004
C 2.3591 3.8125 -2.5264 0.000
H 1.7862 4.2585 -3.3335 0.000
H 3.4086 3.8490 -2.8208 0.000
H 2.2547 4.4402 -1.6418 0.000
H 2.7528 0.9255 -0.8182 -0.001
H 3.8046 2.3096 -1.0926 0.000
H 3.6644 1.0609 -2.3139 0.001
C -1.1740 2.9990 0.7429 0.001
H 0.2489 4.1937 -0.3006 0.000
C 1.3268 2.9768 1.0642 0.001
H -1.9488 3.5971 0.2717 0.000
H -1.1074 3.3131 1.7852 0.000
H -1.4910 1.9618 0.7222 0.000
H 1.4469 1.9381 1.3514 0.000
H 1.1146 3.5479 1.9691 0.000
H 2.2707 3.3390 0.6694 0.000
C 0.5349 2.0524 8.0099 0.000
C 0.3675 1.5243 6.6161 0.000
C 0.3846 0.1456 6.3915 0.000
C 0.2153 -0.3618 5.1017 0.000
C 0.0266 0.5010 3.9936 0.000
C 0.0134 1.8777 4.2400 0.000
C 0.1833 2.3892 5.5304 0.000
S -0.2559 -0.1741 2.3067 0.000
O 0.0022 -1.6276 2.7028 0.000
O -1.7356 -0.3466 1.9356 0.000
O 0.7270 -0.2571 0.8628 0.001
H -0.2784 1.6584 8.6563 0.000
H 1.5133 1.7244 8.4194 0.000
H 0.4947 3.1618 8.0333 0.000
H 0.5206 -0.5407 7.2187 0.000
H 0.2243 -1.4363 4.9963 0.000
H -0.1386 2.5647 3.4484 0.000
H 0.1625 3.4618 5.6812 0.000
```

Its multiplicity is 2. As for the net charge: -1. For the lowest unoccupied orbital energy (alpha / beta), the calculation gives 2.12 / 2.12 eV. The highest occupied orbital energy (alpha / beta) comes out at -2.93 / -3.11 eV. As for the gap between HOMO and LUMO (alpha / beta): 5.04 / 5.23 eV.

***

Record 2
Computed, not measured: a 2-piece molecular cluster, C5H15NOS overall in a non-equilibrium geometry, with ωB97M-V/def2-TZVPD.

XYZ file:
```
23
Properties=species:S:1:pos:R:3:mulliken_charge:R:1
C -2.2800 0.8341 1.4002 -1.056
C -0.9581 0.9143 2.2843 -0.582
C 0.1090 0.3933 1.4467 -0.695
N 0.4917 1.3449 0.2922 -0.387
C 1.5873 0.7165 -0.6438 -0.692
C 1.2904 -0.4642 -1.5585 -0.419
S -0.5385 -0.3366 -2.2235 -0.243
H -3.1840 0.9209 1.9370 0.384
H -2.1655 1.6007 0.5932 0.250
H -2.2787 -0.1556 0.9452 0.285
H -0.6000 1.9319 2.4858 0.307
H -1.0867 0.2482 3.1797 0.288
H -0.0639 -0.5478 0.9891 0.526
H 0.9366 0.1579 2.0654 0.491
H -0.3374 1.6202 -0.2115 0.255
H 2.6144 0.4710 -0.1248 0.248
H 1.6906 1.6772 -1.1955 0.392
H 1.9829 -0.5955 -2.3840 0.436
H 1.3121 -1.3776 -0.9212 0.147
H -0.4054 0.9502 -2.5752 0.102
O 0.8024 -2.4539 1.0310 -0.547
H 1.1801 -2.3187 1.8669 0.262
H 0.6671 -3.3439 1.0588 0.249
```

Its multiplicity is 1. For the lowest unoccupied orbital energy, the calculation gives 0.47 eV. The highest occupied orbital energy comes out at -8.53 eV. As for the gap between HOMO and LUMO: 9.00 eV. As for the SMILES: CCCNCCS.O.

***

no.,energy (Ha)
1,-3908.460542
2,-727.608713